(1)
# C22H53AsF9O20S6

A molecular structure, C22H53AsF9O20S6 (wB97M-V/def2-TZVPD, the OMol25 dataset).

Calculated values
HOMO level = -8.939 eV
Gap between HOMO and LUMO = 10.737 eV

Geometry as ORCA input:
```
! wB97M-V def2-TZVPD RIJCOSX def2/J DEFGRID3
* xyz -1 1
H -0.80 -0.65 5.29
F -0.72 0.02 -2.10
F -1.80 1.08 -0.10
H 3.63 -1.65 -1.59
C -3.04 3.70 2.05
C 1.97 -4.47 -1.31
C -0.50 -2.45 -4.48
F 1.26 -0.87 -0.71
C -6.86 -1.06 -2.18
C -2.94 2.33 2.72
C 4.12 0.53 -1.03
O -4.08 -1.63 0.34
H -2.40 0.06 7.76
C -3.39 6.59 3.60
H 4.68 0.95 -0.19
O -5.31 0.51 -0.38
S 0.80 -5.47 -2.45
H 4.76 2.74 2.93
H -4.40 -0.42 -3.13
H -3.69 1.62 2.38
As -0.22 0.14 -0.35
F 8.41 -0.64 2.98
O 5.18 -3.43 -2.69
O -2.02 4.63 2.44
C -2.34 -1.26 2.86
H 1.41 1.22 -3.00
C -1.58 -0.06 5.78
O 0.44 -4.33 -3.63
H -3.48 7.67 3.75
H 2.01 2.32 -4.27
O -0.44 -5.68 -1.69
H 2.39 -5.24 -0.67
C -7.82 -2.15 -2.56
H -8.43 -2.60 -1.77
C -0.12 -3.14 -3.18
H 4.23 1.70 4.03
H 0.49 3.43 -2.56
H 1.33 -3.80 -0.74
H -1.36 -0.90 3.14
O 7.14 1.85 3.42
F 8.12 0.55 1.15
H 2.77 0.49 2.55
H 2.97 1.50 1.16
H -4.05 4.12 2.12
C 2.96 1.52 2.25
H 2.04 0.43 -5.86
H -2.45 -2.28 2.49
H -4.38 6.16 3.44
H 4.82 -4.27 -0.32
C -1.80 -0.61 7.15
C 4.34 -1.05 -1.03
O 5.73 -1.34 -1.25
F 6.81 -1.15 1.60
C 7.47 -0.11 2.11
H 0.34 -2.44 -5.18
H 5.81 -3.13 0.67
S -2.29 6.29 2.16
O 7.57 -3.02 -1.97
F 0.71 1.67 -0.63
H -3.04 2.38 3.80
C 4.36 1.72 2.95
O -3.06 6.44 0.92
H -0.86 -0.71 7.69
H -3.25 0.13 -2.26
H -2.83 3.47 1.01
O -1.05 7.01 2.39
O -2.86 -0.04 5.19
S -4.76 -0.84 -0.70
H -1.02 2.52 -2.35
H 3.11 0.16 -4.61
H 4.11 -1.35 -0.01
H -2.80 -0.62 2.11
O 5.33 0.76 2.57
H -2.88 6.12 4.44
S 6.15 -2.92 -1.72
H 2.68 -4.05 -2.03
S -0.62 3.15 -4.52
O 1.53 -6.60 -3.04
C -0.58 3.42 -2.77
O -4.84 -1.00 3.98
C 1.41 1.44 -4.07
O 0.05 1.57 -4.54
H -2.08 -1.66 7.15
O 0.30 4.06 -5.25
H -1.31 -2.98 -4.99
O -5.98 -1.71 -1.25
H 4.47 0.94 -1.97
O -1.98 2.99 -4.95
H -7.45 -0.24 -1.77
H -3.33 -1.78 -2.49
C -3.79 -0.81 -2.32
H 6.64 -4.59 -0.03
H -1.15 0.94 5.81
C 6.59 0.95 2.77
C 5.82 -3.88 -0.13
C 2.04 0.23 -4.79
H -1.11 4.35 -2.59
H 3.06 0.77 -1.04
H -0.94 -3.32 -2.49
H -6.50 -0.71 -3.15
H 0.67 -2.52 -2.75
H -7.26 -3.03 -2.89
F -1.15 -1.40 -0.06
H -2.00 1.92 2.34
H 1.60 -0.77 -4.71
H 2.21 2.24 2.56
F 0.05 0.29 1.41
H -8.47 -1.68 -3.30
O -3.08 -2.57 5.03
H -0.73 -1.41 -4.27
S -3.46 -1.32 4.35
*
```

---

(2)
# C5H10O2

2 unconnected molecules or ions with the total composition C5H10O2 (wB97M-V/def2-TZVPD, the OMol25 dataset).

Calculated values
SMILES string = O=CCCO.C=C
HOMO level = -9.886 eV
Gap between HOMO and LUMO = 10.781 eV

Geometry as ORCA input:
```
! wB97M-V def2-TZVPD RIJCOSX def2/J DEFGRID3
* xyz 0 1
H -0.86 -1.43 -0.61
C -0.58 -0.64 0.11
H 2.80 0.29 -0.79
H 2.10 -1.25 -1.54
C -1.86 1.35 -0.07
H -2.37 1.72 -0.96
C 2.37 -0.70 -0.64
O -2.80 0.47 0.53
H 1.71 -2.17 0.73
H -0.30 0.69 -1.56
H -1.64 2.18 0.60
C -0.48 0.73 -0.48
O -0.56 -0.85 1.30
H 0.35 1.28 -0.02
H 2.39 -0.63 1.47
C 2.16 -1.20 0.57
H -2.43 0.14 1.36
*
```

---

DFT total energy in eV, matching the order above: -214931.6203 -9440.0899
Relative energy (zero: lowest compared OMol25 entry of this formula, charge and spin) in eV, matching the order above: 4.171 2.953
Strongest force on any atom in eV Å⁻¹, matching the order above: 4.385 0.551